{"formula": "C7H16N", "method": "wB97M-V/def2-TZVPD", "species": ["N", "C", "C", "C", "C", "C", "C", "C", "H", "H", "H", "H", "H", "H", "H", "H", "H", "H", "H", "H", "H", "H", "H", "H"], "xyz": [[0.098, 1.143, -0.526], [-0.925, 1.209, 0.278], [0.307, 1.639, -2.891], [1.884, -1.418, 0.584], [-0.565, -1.980, 1.147], [-1.830, -1.712, 1.900], [0.398, 2.195, -1.487], [0.559, -1.289, 1.364], [1.468, 2.547, -1.331], [2.449, -0.443, 0.488], [-1.739, -1.015, 2.713], [0.723, 0.312, -0.453], [-1.127, 0.332, 0.929], [-1.581, 2.079, 0.244], [0.933, 0.705, -2.944], [1.800, -1.756, -0.481], [-0.485, -2.783, 0.347], [-0.321, 3.071, -1.287], [0.618, 2.376, -3.645], [-0.716, 1.322, -3.154], [-2.220, -2.665, 2.386], [-2.630, -1.276, 1.220], [2.645, -2.098, 1.038], [0.521, -0.564, 2.241]], "forces_ev_per_a": [[-1.6, 0.1, 1.8], [1.2, -1.0, -0.9], [-0.2, -1.1, -0.5], [0.8, 0.4, -0.4], [1.1, -0.5, -0.9], [-1.5, -1.4, -0.4], [0.6, 1.9, -0.1], [0.5, 0.5, 0.7], [-1.3, -0.4, 0.2], [-0.7, -0.7, 0.4], [0.5, 0.4, 0.4], [-0.6, 0.5, -0.1], [0.2, 0.9, -0.5], [0.2, -0.2, 0.0], [-0.3, 1.0, -0.2], [-0.4, 0.0, 0.9], [-0.6, 1.0, 1.0], [1.2, -1.4, -0.3], [0.1, -0.3, 0.4], [0.3, 0.2, 0.2], [0.2, 1.2, -0.9], [0.7, -0.8, 0.7], [-0.8, 0.4, -0.1], [0.4, -0.8, -1.2]], "gap_ev": 8.3, "e_tot_ha": -330.75879, "homo_energy_ev": -13.18, "total_charge": 1}

{"formula": "C4H10O2", "method": "wB97M-V/def2-TZVPD", "species": ["O", "O", "C", "C", "C", "C", "H", "H", "H", "H", "H", "H", "H", "H", "H", "H"], "xyz": [[-1.280, 1.212, -0.842], [-0.013, -2.277, 1.364], [-0.264, -0.882, 1.330], [0.309, -0.403, -0.016], [0.110, 1.039, -0.400], [1.099, 1.310, -1.549], [1.381, -0.439, 0.106], [0.277, -0.343, 2.083], [-1.546, 1.923, -0.246], [-1.323, -0.658, 1.305], [0.038, -1.165, -0.735], [2.089, 0.929, -1.260], [0.761, 0.746, -2.414], [1.179, 2.383, -1.827], [0.242, 1.679, 0.555], [-0.085, -2.777, 2.179]], "forces_ev_per_a": [[1.1, 0.7, 0.8], [0.3, -0.5, -0.7], [0.1, 0.0, -1.2], [0.7, -0.5, 1.4], [-0.8, -0.2, 0.2], [-0.1, 0.9, 0.5], [0.6, -0.6, 0.0], [0.0, 0.2, 0.9], [-0.7, -0.1, -0.5], [-0.4, 0.0, 0.5], [-0.2, 0.3, -0.6], [-0.2, 0.3, -0.2], [-0.1, 0.0, -0.1], [-0.1, -0.6, 0.2], [0.2, -0.7, -1.6], [-0.3, 0.8, 0.4]], "gap_ev": 11.1, "e_tot_ha": -308.84983, "homo_energy_ev": -10.17, "smiles": "C[C@@H](O)CCO"}

{"formula": "C45H70Cl2F33N3O25S", "method": "wB97M-V/def2-TZVPD", "species": ["Cl", "Cl", "S", "F", "F", "F", "F", "F", "F", "F", "F", "F", "F", "F", "F", "F", "F", "F", "F", "F", "F", "F", "F", "F", "F", "F", "F", "F", "F", "F", "F", "F", "F", "F", "F", "F", "O", "O", "O", "O", "O", "O", "O", "O", "O", "O", "O", "O", "O", "O", "O", "O", "O", "O", "O", "O", "O", "O", "O", "O", "O", "N", "N", "N", "C", "C", "C", "C", "C", "C", "C", "C", "C", "C", "C", "C", "C", "C", "C", "C", "C", "C", "C", "C", "C", "C", "C", "C", "C", "C", "C", "C", "C", "C", "C", "C", "C", "C", "C", "C", "C", "C", "C", "C", "C", "C", "C", "C", "C", "H", "H", "H", "H", "H", "H", "H", "H", "H", "H", "H", "H", "H", "H", "H", "H", "H", "H", "H", "H", "H", "H", "H", "H", "H", "H", "H", "H", "H", "H", "H", "H", "H", "H", "H", "H", "H", "H", "H", "H", "H", "H", "H", "H", "H", "H", "H", "H", "H", "H", "H", "H", "H", "H", "H", "H", "H", "H", "H", "H", "H", "H", "H", "H", "H", "H", "H", "H", "H", "H"], "xyz": [[19.023, -25.011, -12.610], [16.694, -23.021, -14.018], [21.992, -18.631, -15.947], [21.734, -28.768, -14.166], [23.874, -23.455, -10.609], [23.519, -18.255, -11.941], [21.126, -11.797, -21.115], [22.675, -13.198, -20.758], [20.070, -12.427, -14.229], [19.935, -20.015, -14.962], [21.598, -21.245, -15.117], [24.426, -21.941, -9.095], [15.481, -21.168, -19.114], [22.417, -24.271, -20.018], [21.991, -15.024, -12.425], [18.120, -11.538, -13.940], [18.856, -12.748, -12.377], [24.439, -23.441, -17.699], [23.328, -23.580, -15.728], [22.779, -22.174, -17.277], [28.302, -14.158, -14.355], [20.536, -13.904, -20.952], [23.143, -24.494, -22.033], [20.282, -27.346, -13.536], [24.621, -19.007, -10.127], [29.670, -15.485, -15.380], [22.035, -12.996, -11.708], [24.224, -21.401, -11.231], [17.145, -22.393, -19.848], [24.475, -24.697, -20.256], [29.546, -13.227, -15.853], [21.463, -19.762, -13.513], [24.125, -16.998, -10.244], [22.667, -14.561, -10.496], [19.761, -29.001, -14.993], [16.631, -22.547, -17.803], [25.348, -20.863, -16.995], [27.248, -15.971, -16.423], [18.667, -15.064, -13.406], [25.144, -13.804, -11.514], [21.916, -26.406, -15.878], [17.949, -14.083, -15.343], [20.797, -13.505, -18.197], [26.942, -17.848, -11.032], [27.431, -13.852, -17.441], [21.386, -17.475, -20.689], [19.876, -27.020, -16.574], [24.364, -16.899, -19.062], [21.700, -22.484, -9.101], [23.211, -18.238, -15.248], [25.002, -21.738, -14.887], [21.735, -11.491, -18.709], [17.031, -19.353, -18.096], [24.275, -14.282, -13.633], [21.828, -20.756, -10.543], [18.866, -20.669, -18.472], [20.985, -17.562, -16.120], [22.252, -19.265, -17.256], [22.863, -21.835, -21.213], [25.000, -22.152, -20.659], [25.722, -17.023, -12.865], [21.234, -20.177, -19.613], [21.646, -16.169, -18.227], [25.227, -18.119, -16.901], [26.000, -20.950, -14.283], [24.428, -18.033, -11.003], [23.747, -22.135, -10.238], [27.034, -21.651, -13.338], [23.753, -22.585, -20.909], [24.077, -17.451, -20.395], [23.351, -11.593, -16.890], [22.676, -14.155, -11.719], [20.680, -28.111, -14.601], [18.722, -17.491, -12.782], [22.708, -17.101, -21.162], [26.416, -12.943, -19.439], [26.527, -13.728, -11.891], [19.854, -26.153, -17.646], [18.410, -13.954, -14.200], [18.458, -25.868, -18.170], [23.864, -22.765, -16.736], [19.590, -21.283, -11.440], [17.000, -17.133, -17.042], [18.403, -16.405, -13.821], [24.883, -21.768, -16.221], [21.926, -11.062, -17.392], [28.869, -14.398, -15.503], [18.363, -23.197, -14.684], [21.246, -12.665, -19.013], [28.817, -18.348, -12.395], [27.704, -14.798, -16.488], [16.677, -21.661, -18.818], [18.999, -24.595, -14.432], [23.444, -24.063, -20.794], [25.426, -20.871, -20.926], [17.637, -20.489, -18.442], [22.274, -21.810, -9.922], [20.940, -27.137, -15.708], [26.822, -20.791, -21.436], [27.074, -12.305, -11.747], [26.334, -14.029, -18.376], [28.124, -17.294, -11.566], [21.377, -12.952, -20.519], [24.135, -14.115, -12.410], [17.839, -18.244, -17.571], [18.879, -12.613, -13.674], [20.462, -20.369, -10.515], [21.177, -20.005, -14.771], [25.744, -17.605, -11.730], [24.686, -20.352, -21.535], [20.063, -21.320, -12.422], [16.290, -17.622, -16.375], [26.803, -22.684, -13.075], [24.975, -17.729, -17.798], [21.720, -20.891, -20.136], [20.380, -25.214, -17.475], [22.797, -16.015, -21.168], [25.335, -20.364, -13.648], [17.398, -16.570, -14.209], [25.323, -20.304, -20.000], [24.485, -17.921, -16.245], [18.332, -22.938, -15.742], [26.448, -15.061, -18.709], [24.952, -17.397, -21.043], [18.646, -18.506, -13.173], [24.222, -11.097, -17.318], [26.588, -11.587, -12.409], [18.975, -16.640, -14.719], [20.417, -26.669, -18.424], [18.029, -26.721, -18.696], [27.445, -12.905, -19.797], [18.544, -20.979, -11.480], [18.397, -25.046, -18.883], [22.641, -16.140, -18.398], [21.210, -15.261, -18.292], [21.093, -11.242, -16.712], [16.338, -16.738, -17.812], [20.246, -20.341, -19.481], [23.270, -11.282, -15.848], [21.674, -20.028, -18.716], [21.344, -16.622, -19.078], [28.819, -16.925, -10.812], [19.033, -22.541, -14.128], [27.015, -21.062, -12.421], [19.649, -17.281, -12.249], [26.522, -20.295, -14.980], [28.108, -12.462, -12.055], [29.628, -17.814, -12.891], [27.054, -11.845, -10.760], [26.741, -14.040, -12.914], [28.028, -21.759, -13.771], [26.120, -17.715, -16.659], [17.958, -17.377, -12.014], [21.269, -16.734, -17.479], [23.902, -18.511, -20.207], [27.118, -14.433, -11.306], [25.397, -19.114, -16.890], [17.559, -16.359, -16.515], [21.286, -19.266, -20.046], [26.077, -11.991, -19.032], [27.162, -19.756, -21.405], [18.553, -18.584, -16.821], [20.066, -20.357, -9.500], [28.086, -18.736, -13.104], [27.001, -21.056, -22.478], [22.068, -9.981, -17.393], [19.990, -24.672, -14.880], [27.836, -16.437, -12.175], [18.475, -17.856, -18.367], [25.738, -13.054, -20.285], [27.618, -21.315, -20.907], [17.768, -25.688, -17.346], [18.335, -25.246, -15.001], [23.332, -12.680, -16.967], [20.356, -19.390, -10.982], [25.327, -14.034, -17.960], [22.743, -17.421, -22.203], [29.233, -19.150, -11.786], [19.596, -22.271, -10.981]], "forces_ev_per_a": [[-0.1, 0.7, -1.9], [0.7, -0.2, -0.3], [-0.1, -0.1, -1.4], [0.6, -0.2, -0.5], [-0.1, 1.4, 0.5], [-0.1, -0.4, 0.9], [-0.7, 0.3, -1.1], [-0.4, -0.9, -0.2], [0.7, 0.5, 0.6], [-4.0, 0.4, -0.3], [0.6, 0.5, 0.4], [0.3, 0.0, -0.8], [0.0, -0.6, 0.2], [-1.2, -0.1, 0.6], [-0.8, -0.5, -0.9], [0.1, -0.7, -0.6], [1.2, 0.6, 1.7], [0.3, -1.1, -0.1], [1.6, 1.0, -1.7], [0.7, 0.2, 0.2], [-0.1, 0.2, 1.5], [1.2, 0.7, 0.4], [0.4, -0.3, 0.5], [-0.4, -1.0, -1.0], [-0.3, -1.1, -0.6], [0.0, 1.5, -0.1], [0.1, 0.9, -0.7], [0.5, 0.1, 0.0], [-0.2, 0.9, 0.1], [0.3, -0.7, -0.5], [-0.6, -2.5, 0.3], [0.3, 0.1, 0.6], [-1.1, 1.3, 0.1], [0.7, -0.8, 2.1], [0.0, 0.4, 0.7], [-0.5, 0.7, 0.2], [-1.4, -4.5, 2.5], [1.3, 4.5, 0.0], [0.0, 2.4, 0.6], [-2.1, -0.8, -0.7], [-1.6, -2.2, 1.3], [1.0, 0.7, 2.9], [1.1, 2.7, -2.3], [-3.6, 0.1, 0.3], [0.3, -0.6, 2.7], [2.0, -0.4, 1.0], [-0.3, -2.1, 3.3], [-0.9, 0.2, -1.7], [0.1, 0.4, -0.7], [-1.2, -0.4, 0.5], [0.0, -2.3, -2.5], [-0.6, 0.0, -1.7], [0.1, -1.0, 0.1], [-0.5, 0.5, 4.1], [0.6, 0.8, -1.1], [-3.3, 0.2, 0.4], [0.3, -1.5, 1.7], [-0.1, 0.0, 1.9], [-0.3, -0.2, -0.2], [-1.0, -4.4, 0.1], [-0.1, -2.6, 5.1], [-0.1, -0.4, 0.2], [-0.9, 0.9, -0.8], [1.9, -0.6, 1.3], [0.5, 1.1, 1.7], [2.1, 0.7, -0.3], [-0.6, -1.2, 0.1], [-0.7, -0.4, -0.7], [0.9, 2.9, 0.0], [-1.5, -1.1, 2.3], [-2.6, 0.4, 0.6], [1.4, 0.0, -1.3], [-0.5, 0.0, 1.4], [-0.7, 1.8, 1.0], [-0.6, 0.9, 1.0], [0.3, 0.0, 0.3], [0.3, 0.7, -0.6], [1.0, 1.1, -2.2], [-1.7, -4.1, -4.1], [-0.7, -0.7, 0.4], [-2.3, -0.8, 1.1], [1.0, -0.4, 1.3], [-1.7, -0.9, 0.0], [0.3, -1.4, -2.0], [1.2, 5.3, -0.4], [2.7, 0.4, 1.3], [-0.1, 0.5, -1.9], [1.2, -0.4, 1.3], [-1.2, -2.8, 3.2], [0.0, 0.6, -0.1], [-1.1, -2.7, -2.5], [0.5, -0.2, -0.1], [-1.7, 0.5, 0.0], [1.2, 0.2, -0.3], [-0.7, 2.6, 0.4], [2.7, 0.9, 0.2], [-0.7, -1.2, 1.4], [1.3, 4.0, -4.2], [1.5, 0.4, -0.8], [0.1, -0.5, -0.1], [-0.5, -1.3, -0.9], [0.5, 0.3, -1.1], [0.0, 0.7, 0.6], [1.7, 0.6, -2.4], [1.8, 0.3, -0.6], [-1.1, -0.5, -0.1], [-2.1, -0.4, -0.9], [3.5, 0.5, -1.9], [2.8, 1.9, -4.1], [0.2, -0.1, -0.6], [-0.3, -0.1, 0.1], [0.0, 0.3, 0.6], [-0.6, 0.1, 0.0], [-1.0, 0.8, -2.8], [0.0, -0.1, -0.4], [0.1, 0.0, 0.5], [-0.4, 0.7, -0.3], [0.5, 0.6, 0.1], [-0.4, 0.6, 0.5], [0.3, -0.1, 0.3], [-0.2, 0.3, 0.6], [0.1, -0.2, 0.1], [-0.1, 0.1, -0.7], [0.0, 0.5, -0.4], [0.2, 0.3, -0.3], [-0.3, -0.2, -0.4], [0.0, -0.2, -0.3], [0.6, 0.4, 0.0], [0.2, 0.2, -0.3], [0.2, -0.2, 0.0], [-0.1, 0.4, -0.1], [0.2, 0.3, -0.1], [0.4, 0.2, 0.3], [1.6, -0.4, 0.3], [0.0, 0.5, 0.5], [0.1, -0.7, -0.2], [0.4, 0.4, -0.2], [-0.1, -0.5, 0.2], [0.6, -0.4, 0.3], [0.2, -0.1, 0.8], [-0.4, -1.3, -2.2], [-0.6, -0.2, 0.6], [-0.5, 0.6, -0.2], [0.5, -0.1, 0.0], [0.3, -0.3, -0.4], [-0.3, -0.2, -0.2], [0.2, 0.6, 0.0], [0.1, -0.4, -0.4], [0.0, -0.5, 0.2], [-0.9, 0.0, 0.0], [0.0, 0.6, 0.0], [0.0, 0.7, 0.4], [-0.1, -0.3, 0.2], [0.5, 0.0, 0.7], [0.3, -0.8, 0.0], [-0.4, 0.1, 0.6], [-0.4, -0.4, -0.4], [0.0, -0.1, -0.3], [0.6, 2.1, -1.4], [0.5, 0.2, 0.3], [-0.3, 0.2, 0.2], [-0.3, -0.5, 0.1], [0.2, 0.0, 0.0], [0.3, -0.1, -0.2], [-0.6, -0.3, -0.1], [-0.4, 0.1, -0.6], [0.1, 0.2, 0.5], [0.1, -0.1, -0.2], [-0.1, -0.3, -0.4], [0.1, -0.8, 0.1], [-0.5, -0.3, 0.6], [0.0, 0.3, 0.1], [0.2, -0.8, 0.7], [0.5, 0.1, 0.1], [0.8, 0.2, 0.5], [0.3, 0.2, 0.9], [0.7, -0.2, -0.2], [-0.1, 0.0, 0.0], [0.0, -0.2, -0.3]], "gap_ev": 6.2, "e_tot_ha": -8416.04581, "homo_energy_ev": -6.40}